# 1
{"formula": "C9H23FeO3Si", "method": "ωB97M-V/def2-TZVPD", "species": ["Fe", "C", "O", "C", "C", "O", "C", "C", "O", "C", "H", "H", "H", "H", "H", "H", "H", "H", "H", "H", "H", "H", "H", "H", "C", "Si", "C", "C", "H", "H", "H", "H", "H", "H", "H", "H", "H"], "coordinates": [[0.126, -0.496, -0.056], [0.663, -1.041, 3.074], [0.348, -0.051, 2.077], [0.911, 1.233, 2.357], [0.437, 2.181, 1.279], [0.691, 1.635, -0.024], [2.006, 1.863, -0.560], [2.187, 0.844, -1.658], [2.017, -0.478, -1.127], [3.235, -1.205, -0.868], [0.228, -0.761, 4.033], [1.743, -1.149, 3.181], [0.230, -1.984, 2.748], [2.002, 1.153, 2.367], [0.576, 1.593, 3.332], [0.924, 3.149, 1.395], [-0.644, 2.309, 1.331], [2.762, 1.749, 0.221], [2.063, 2.872, -0.969], [3.161, 0.952, -2.133], [1.411, 0.985, -2.413], [3.844, -1.241, -1.771], [2.952, -2.218, -0.595], [3.805, -0.744, -0.060], [-2.843, -2.381, -2.109], [-2.272, -0.855, -1.155], [-2.742, -0.847, 0.685], [-2.949, 0.655, -2.074], [-3.936, -2.384, -2.085], [-2.478, -3.310, -1.670], [-2.512, -2.325, -3.146], [-3.826, -1.005, 0.719], [-2.529, 0.111, 1.163], [-2.280, -1.642, 1.275], [-4.038, 0.562, -2.078], [-2.597, 0.682, -3.105], [-2.675, 1.588, -1.582]], "e_homo_ev": [-16.99, -17.05], "mol_weight_g_mol": 263.211, "spin_multiplicity": 2, "charge": 2, "orbital_gap_ev": [7.59, 7.64], "e_tot_ha": -2134.9136}

# 2
{"formula": "C48H56N6O2W", "method": "ωB97M-V/def2-TZVPD", "species": ["W", "C", "C", "C", "C", "C", "C", "C", "N", "C", "C", "C", "C", "C", "C", "C", "C", "C", "C", "N", "C", "C", "C", "N", "C", "C", "C", "C", "C", "C", "C", "C", "C", "C", "C", "C", "C", "C", "N", "C", "C", "H", "H", "H", "H", "H", "H", "H", "H", "H", "H", "H", "H", "H", "H", "H", "H", "H", "H", "H", "H", "H", "H", "H", "H", "H", "H", "H", "H", "H", "H", "H", "H", "H", "H", "H", "H", "H", "H", "H", "H", "H", "H", "H", "H", "C", "C", "O", "C", "C", "C", "N", "N", "C", "O", "C", "C", "C", "C", "C", "C", "H", "H", "H", "H", "H", "H", "H", "H", "H", "H", "H", "H"], "coordinates": [[0.704, -0.224, 0.367], [5.714, 3.852, 1.387], [4.545, 4.035, 0.408], [3.344, 3.226, 0.791], [2.257, 3.619, 1.504], [1.929, 4.978, 2.040], [2.495, 5.227, 3.445], [1.461, 2.437, 1.712], [1.987, 1.365, 1.045], [3.171, 1.819, 0.533], [4.097, 1.015, -0.082], [3.881, -0.312, -0.388], [4.783, -1.126, -1.162], [6.206, -0.798, -1.488], [7.198, -1.466, -0.529], [4.076, -2.223, -1.540], [2.771, -2.090, -0.947], [1.745, -3.001, -1.117], [0.678, -3.096, -0.250], [0.587, -2.274, 0.830], [-0.309, -2.871, 1.660], [-0.714, -2.311, 2.857], [-0.489, -1.001, 3.227], [0.109, -0.056, 2.434], [-0.063, 1.124, 3.085], [0.454, 2.330, 2.645], [-0.785, 0.938, 4.319], [-1.034, -0.394, 4.418], [-1.666, -1.125, 5.562], [-0.621, -1.800, 6.461], [-1.168, 2.013, 5.289], [-2.592, 2.524, 5.043], [-0.814, -4.094, 1.083], [-0.231, -4.212, -0.145], [-0.331, -5.251, -1.228], [-1.567, -6.145, -1.226], [-1.782, -4.994, 1.796], [-1.071, -6.092, 2.594], [2.681, -0.937, -0.210], [4.541, -3.393, -2.350], [4.822, -4.633, -1.490], [6.039, 2.810, 1.413], [5.414, 4.124, 2.400], [6.566, 4.471, 1.102], [4.868, 3.758, -0.598], [4.267, 5.090, 0.367], [2.318, 5.731, 1.352], [0.844, 5.105, 2.060], [2.172, 4.446, 4.137], [2.161, 6.190, 3.835], [3.585, 5.228, 3.430], [5.039, 1.462, -0.375], [6.353, 0.283, -1.463], [6.422, -1.116, -2.510], [6.962, -1.216, 0.507], [8.219, -1.143, -0.736], [7.159, -2.553, -0.628], [1.858, -3.753, -1.887], [-1.323, -2.909, 3.525], [0.155, 3.229, 3.172], [-2.366, -1.877, 5.189], [-2.256, -0.423, 6.154], [-0.021, -2.509, 5.887], [-1.094, -2.336, 7.285], [0.057, -1.055, 6.879], [-0.465, 2.844, 5.218], [-1.086, 1.627, 6.308], [-2.694, 2.901, 4.022], [-2.847, 3.329, 5.735], [-3.319, 1.719, 5.170], [0.561, -5.887, -1.180], [-0.278, -4.731, -2.186], [-1.603, -6.785, -0.344], [-1.552, -6.795, -2.101], [-2.485, -5.554, -1.264], [-2.471, -5.444, 1.086], [-2.393, -4.394, 2.472], [-0.493, -6.739, 1.931], [-1.788, -6.711, 3.137], [-0.378, -5.657, 3.317], [5.446, -3.117, -2.894], [3.786, -3.639, -3.102], [5.557, -4.405, -0.716], [5.207, -5.453, -2.099], [3.913, -4.972, -0.991], [-3.489, -1.009, 1.116], [-2.336, -0.139, 0.695], [-1.348, -0.760, 0.154], [-2.388, 1.233, 0.845], [-1.449, 2.040, 0.155], [-1.757, 3.457, -0.217], [-0.370, 1.469, -0.292], [0.304, 2.088, -1.343], [0.858, 1.138, -2.027], [0.754, -0.125, -1.688], [1.627, 1.484, -3.245], [2.681, 0.668, -3.637], [3.443, 0.997, -4.750], [3.142, 2.136, -5.486], [2.076, 2.942, -5.107], [1.322, 2.621, -3.988], [-3.289, -1.428, 2.106], [-3.583, -1.840, 0.415], [-4.423, -0.449, 1.155], [-3.256, 1.690, 1.301], [-2.492, 3.870, 0.475], [-2.168, 3.506, -1.228], [-0.846, 4.056, -0.210], [2.896, -0.227, -3.066], [4.272, 0.363, -5.043], [3.732, 2.389, -6.358], [1.829, 3.823, -5.687], [0.493, 3.244, -3.677]], "e_homo_ev": [-6.04, -6.15], "mol_weight_g_mol": 932.856, "spin_multiplicity": 1, "charge": 0, "orbital_gap_ev": [5.20, 5.30], "e_tot_ha": -2408.9078}

# 3
{"formula": "C18H27N3O", "method": "ωB97M-V/def2-TZVPD", "species": ["C", "C", "C", "C", "N", "C", "O", "N", "C", "H", "C", "N", "C", "C", "H", "H", "H", "H", "C", "C", "C", "C", "C", "C", "C", "C", "C", "H", "H", "H", "H", "H", "H", "H", "H", "H", "H", "H", "H", "H", "H", "H", "H", "H", "H", "H", "H", "H", "H"], "coordinates": [[-3.787, -1.747, -2.134], [-2.769, -1.429, -1.046], [-2.294, -2.688, -0.325], [-1.228, -2.389, 0.722], [-0.033, -1.860, 0.092], [0.998, -1.422, 0.881], [0.899, -1.306, 2.090], [2.141, -1.088, 0.207], [2.221, -0.989, -1.233], [1.292, -0.548, -1.604], [3.405, -0.074, -1.610], [3.587, 1.030, -0.702], [3.939, 0.561, 0.629], [3.356, -0.832, 0.946], [3.108, -0.918, 2.005], [4.091, -1.608, 0.694], [5.033, 0.504, 0.691], [3.603, 1.294, 1.362], [2.563, 2.062, -0.752], [1.253, 1.770, -0.077], [0.069, 1.918, -0.665], [-1.236, 1.750, -0.040], [-2.371, 2.173, -0.735], [-3.629, 2.077, -0.172], [-3.782, 1.548, 1.099], [-2.666, 1.111, 1.795], [-1.406, 1.209, 1.236], [-0.556, 0.847, 1.791], [-2.779, 0.689, 2.783], [-4.764, 1.472, 1.542], [-4.494, 2.415, -0.726], [-2.260, 2.590, -1.726], [0.038, 2.244, -1.700], [1.318, 1.463, 0.956], [3.000, 2.949, -0.273], [2.396, 2.304, -1.805], [4.335, -0.650, -1.604], [3.254, 0.314, -2.620], [2.359, -1.978, -1.700], [0.203, -2.290, -0.788], [-1.583, -1.637, 1.429], [-0.993, -3.301, 1.289], [-1.893, -3.399, -1.054], [-3.142, -3.165, 0.170], [-1.910, -0.918, -1.484], [-3.214, -0.750, -0.319], [-4.657, -2.243, -1.709], [-4.118, -0.833, -2.621], [-3.356, -2.402, -2.888]], "e_homo_ev": -8.17, "e_above_lowest_kcal_mol": 37.7, "mol_weight_g_mol": 301.434, "spin_multiplicity": 1, "charge": 0, "orbital_gap_ev": 8.92, "e_tot_ha": -941.6034}

# 4
{"formula": "C27H22ClIN4O5Ta", "method": "ωB97M-V/def2-TZVPD", "species": ["Ta", "O", "C", "C", "C", "C", "C", "C", "C", "N", "C", "C", "N", "C", "C", "C", "C", "C", "C", "C", "O", "H", "H", "H", "H", "H", "H", "H", "H", "H", "H", "H", "H", "H", "H", "N", "C", "C", "O", "O", "H", "H", "H", "H", "Cl", "C", "C", "C", "I", "C", "O", "C", "N", "C", "C", "C", "C", "H", "H", "H", "H"], "coordinates": [[0.078, 1.036, -0.272], [-0.180, 2.542, -1.438], [-0.603, 3.814, -1.291], [-1.448, 4.374, -2.236], [-1.862, 5.687, -2.070], [-1.437, 6.446, -0.982], [-0.590, 5.878, -0.051], [-0.169, 4.552, -0.189], [0.701, 3.985, 0.820], [1.080, 2.765, 0.903], [1.912, 2.401, 2.062], [1.438, 1.037, 2.540], [1.413, 0.253, 1.311], [2.135, -0.796, 1.186], [2.430, -1.448, -0.072], [3.072, -2.692, -0.069], [3.506, -3.255, -1.250], [3.353, -2.546, -2.443], [2.750, -1.301, -2.470], [2.255, -0.769, -1.287], [1.608, 0.412, -1.311], [-1.751, 3.786, -3.092], [-2.524, 6.128, -2.804], [-1.763, 7.469, -0.868], [-0.247, 6.455, 0.800], [1.040, 4.684, 1.586], [1.855, 3.162, 2.841], [2.948, 2.323, 1.724], [0.431, 1.085, 2.955], [2.122, 0.610, 3.275], [2.635, -1.186, 2.073], [3.222, -3.207, 0.873], [3.984, -4.225, -1.251], [3.719, -2.973, -3.368], [2.629, -0.745, -3.389], [-2.661, 1.041, -0.885], [-3.247, 0.608, 0.388], [-2.254, 0.803, 1.523], [-2.340, 0.346, 2.618], [-1.218, 1.583, 1.113], [-2.873, 2.017, -1.062], [-3.036, 0.501, -1.655], [-3.490, -0.453, 0.348], [-4.164, 1.139, 0.650], [-1.427, -6.423, -1.415], [-1.174, -4.746, -1.061], [-1.196, -3.843, -2.078], [-0.998, -2.468, -1.808], [-1.006, -1.158, -3.401], [-0.780, -2.035, -0.529], [-0.602, -0.735, -0.240], [-0.722, -2.971, 0.545], [-0.443, -2.493, 1.787], [-0.414, -3.351, 2.772], [-0.639, -4.738, 2.622], [-0.890, -5.230, 1.377], [-0.935, -4.338, 0.280], [-1.368, -4.177, -3.091], [-0.204, -2.949, 3.759], [-0.604, -5.386, 3.486], [-1.057, -6.285, 1.213]], "e_homo_ev": -10.80, "e_above_lowest_kcal_mol": 24.0, "mol_weight_g_mol": 825.801, "spin_multiplicity": 1, "charge": 1, "orbital_gap_ev": 7.58, "e_tot_ha": -2452.2620}

Repeat the fourth record exactly.
{"formula": "C27H22ClIN4O5Ta", "method": "ωB97M-V/def2-TZVPD", "species": ["Ta", "O", "C", "C", "C", "C", "C", "C", "C", "N", "C", "C", "N", "C", "C", "C", "C", "C", "C", "C", "O", "H", "H", "H", "H", "H", "H", "H", "H", "H", "H", "H", "H", "H", "H", "N", "C", "C", "O", "O", "H", "H", "H", "H", "Cl", "C", "C", "C", "I", "C", "O", "C", "N", "C", "C", "C", "C", "H", "H", "H", "H"], "coordinates": [[0.078, 1.036, -0.272], [-0.180, 2.542, -1.438], [-0.603, 3.814, -1.291], [-1.448, 4.374, -2.236], [-1.862, 5.687, -2.070], [-1.437, 6.446, -0.982], [-0.590, 5.878, -0.051], [-0.169, 4.552, -0.189], [0.701, 3.985, 0.820], [1.080, 2.765, 0.903], [1.912, 2.401, 2.062], [1.438, 1.037, 2.540], [1.413, 0.253, 1.311], [2.135, -0.796, 1.186], [2.430, -1.448, -0.072], [3.072, -2.692, -0.069], [3.506, -3.255, -1.250], [3.353, -2.546, -2.443], [2.750, -1.301, -2.470], [2.255, -0.769, -1.287], [1.608, 0.412, -1.311], [-1.751, 3.786, -3.092], [-2.524, 6.128, -2.804], [-1.763, 7.469, -0.868], [-0.247, 6.455, 0.800], [1.040, 4.684, 1.586], [1.855, 3.162, 2.841], [2.948, 2.323, 1.724], [0.431, 1.085, 2.955], [2.122, 0.610, 3.275], [2.635, -1.186, 2.073], [3.222, -3.207, 0.873], [3.984, -4.225, -1.251], [3.719, -2.973, -3.368], [2.629, -0.745, -3.389], [-2.661, 1.041, -0.885], [-3.247, 0.608, 0.388], [-2.254, 0.803, 1.523], [-2.340, 0.346, 2.618], [-1.218, 1.583, 1.113], [-2.873, 2.017, -1.062], [-3.036, 0.501, -1.655], [-3.490, -0.453, 0.348], [-4.164, 1.139, 0.650], [-1.427, -6.423, -1.415], [-1.174, -4.746, -1.061], [-1.196, -3.843, -2.078], [-0.998, -2.468, -1.808], [-1.006, -1.158, -3.401], [-0.780, -2.035, -0.529], [-0.602, -0.735, -0.240], [-0.722, -2.971, 0.545], [-0.443, -2.493, 1.787], [-0.414, -3.351, 2.772], [-0.639, -4.738, 2.622], [-0.890, -5.230, 1.377], [-0.935, -4.338, 0.280], [-1.368, -4.177, -3.091], [-0.204, -2.949, 3.759], [-0.604, -5.386, 3.486], [-1.057, -6.285, 1.213]], "e_homo_ev": -10.80, "e_above_lowest_kcal_mol": 24.0, "mol_weight_g_mol": 825.801, "spin_multiplicity": 1, "charge": 1, "orbital_gap_ev": 7.58, "e_tot_ha": -2452.2620}

What is the formula in the second record? C48H56N6O2W